# 1
3 unconnected molecules or ions with the total composition C9H10F9N4O4S, computed with the ωB97M-V functional and the def2-TZVPD basis.

The geometry in XYZ format:
```
37
Properties=species:S:1:pos:R:3:forces:R:3
C 4.13594 -0.27305 1.40035 0.061 0.173 0.127
C 3.79014 -0.50926 2.54197 -0.958 -1.326 -0.065
C 3.21904 -1.06922 3.77894 -0.122 1.590 -1.269
S 1.70826 -0.27711 4.20664 3.098 2.598 3.040
O 1.58502 1.12809 3.81313 -0.838 -1.251 -1.391
O 1.58243 -0.35146 5.66492 -0.565 -1.191 -0.817
C 0.25237 -1.25804 3.58152 0.040 -0.916 0.186
F 0.12258 -2.32499 4.41532 0.243 0.205 -0.439
F -0.90548 -0.56729 3.69508 0.537 0.189 -0.319
C 0.34100 -1.85914 2.14121 -0.715 -0.323 -0.520
F -0.76149 -2.67189 1.99906 0.286 0.377 0.051
F 1.40994 -2.64020 1.92886 -0.108 0.388 0.339
C 0.25233 -0.83035 0.97310 -0.478 0.569 -0.302
F -1.00751 -0.30022 0.93236 0.332 -0.300 0.096
F 1.11562 0.18603 1.11235 -0.279 -0.371 0.089
C 0.51293 -1.42952 -0.44722 0.827 0.052 -0.473
F -0.08447 -2.59849 -0.67188 0.092 0.299 0.232
F 0.06288 -0.56330 -1.40158 -0.175 -0.386 0.499
F 1.82745 -1.54228 -0.65346 -0.514 -0.269 0.141
H 4.40081 -0.07878 0.37604 -0.008 0.017 0.570
H 3.92680 -0.87067 4.59864 -0.846 -0.350 0.187
C 0.21472 2.84444 -3.06636 0.004 -0.106 0.153
O 0.38760 2.16017 -4.06235 -0.085 0.045 -0.055
N 0.18174 2.31704 -1.81236 -0.045 -0.191 0.047
N 0.03578 4.19819 -3.12631 -0.018 0.251 -0.215
H 0.03861 2.86101 -0.98209 0.037 -0.007 -0.008
H 0.30642 1.32258 -1.72742 0.074 0.277 0.039
H 0.05175 4.62234 -4.03528 0.005 -0.033 0.046
H -0.10755 4.77641 -2.32055 0.017 -0.056 0.015
C -3.98376 -0.52417 -3.17737 0.031 0.028 -0.020
O -4.99980 -0.49366 -3.85357 -0.015 -0.019 0.024
N -2.82269 0.07121 -3.56614 0.092 0.115 -0.147
N -3.92535 -1.15968 -1.96964 -0.112 -0.149 0.180
H -1.97869 0.05733 -3.02364 0.000 0.018 -0.031
H -2.82521 0.54963 -4.44824 0.059 -0.009 0.054
H -4.76193 -1.61053 -1.64866 0.044 0.029 -0.017
H -3.10158 -1.19623 -1.39839 0.003 0.032 -0.025
```
Positions in Å, forces in eV/Å.

Charge: -1
F_max (eV Å⁻¹): 5.06
Kohn-Sham gap (eV): 6.5

Here are the natural (NBO) charges for atoms 1 to 4, given in e: C -0.41; C 0.01; C -0.91; S 2.04

---

# 2
7 unconnected molecules or ions with the total composition H14O7, computed with the ωB97M-V functional and the def2-TZVPD basis.

The geometry in XYZ format:
```
21
Properties=species:S:1:pos:R:3:forces:R:3
H -0.70882 -2.00795 -0.29171 0.375 -0.462 0.194
H -0.10334 -3.46770 -0.30148 0.144 1.157 0.495
H -3.01760 -0.28340 1.80653 -0.724 1.214 -1.706
H -2.56598 0.78834 0.69582 -1.325 -0.847 0.636
H -1.54520 -0.20176 -1.11879 -0.215 -0.094 0.102
H -2.75699 -0.95518 -0.52916 0.904 0.007 -0.462
H 1.19315 3.27088 0.73585 -0.414 -0.425 -0.771
H 1.65471 1.98523 -0.00593 -0.632 0.772 -0.164
H 3.45367 0.92403 -0.70144 0.158 0.183 -0.150
H 2.69798 -0.07748 0.16614 0.024 0.287 0.087
H -0.53255 1.98599 -0.28849 0.002 0.265 0.068
H -1.90669 2.11242 -1.07938 0.647 -0.448 0.710
H 1.52913 -2.01841 0.18923 0.841 0.130 -0.041
H 2.95306 -2.10800 0.90826 -0.279 0.090 -0.252
O 0.00742 -2.58041 0.11850 -0.796 -0.745 -0.707
O -3.36440 0.24199 1.01314 1.952 -0.373 1.180
O -1.94986 -1.08853 -1.09152 -0.562 -0.067 0.382
O 0.95991 2.72914 -0.04906 1.124 -0.397 0.904
O 2.92315 0.89268 0.09669 -0.148 -0.310 0.002
O -1.41039 1.55979 -0.43495 -0.625 0.434 -0.805
O 2.48964 -1.70168 0.16179 -0.452 -0.371 0.299
```
Positions in Å, forces in eV/Å.

F_max (eV Å⁻¹): 2.31
Kohn-Sham gap (eV): 11.8
SMILES: O.O.O.O.O.O.O

Here are the natural (NBO) charges for atoms 1 to 4, given in e: H 0.52; H 0.48; H 0.47; H 0.51

---

# 3
A molecular structure, C43H44As2N3O4Sc, computed with the ωB97M-V functional and the def2-TZVPD basis.

The geometry in XYZ format:
```
97
Properties=species:S:1:pos:R:3:forces:R:3
Sc 0.73246 -1.08263 -0.25080 0.048 -0.344 0.234
C 3.74996 0.26886 1.88589 -0.083 -0.021 -0.030
C 2.82340 -0.23957 2.99190 0.015 0.050 -0.034
As 0.92564 -0.30637 2.48664 -0.030 -0.019 -0.045
C 0.20641 1.42968 2.93261 -0.038 -0.011 -0.018
C -1.15024 1.52826 3.23927 0.063 -0.054 -0.005
C -1.71611 2.76394 3.51081 -0.024 0.000 -0.007
C -0.92667 3.90645 3.47470 -0.039 0.037 0.026
C 0.42443 3.81399 3.17821 0.025 -0.035 -0.028
C 0.99300 2.57607 2.90325 0.015 0.031 -0.018
C 0.15083 -1.48200 3.78871 -0.004 0.005 0.047
C 0.09377 -1.10033 5.12873 -0.025 -0.035 -0.014
C -0.42230 -1.98172 6.06437 0.004 0.046 0.025
C -0.88225 -3.23078 5.66761 -0.033 -0.061 0.026
C -0.83269 -3.60745 4.33504 0.017 0.048 -0.048
C -0.31418 -2.73139 3.38891 -0.021 -0.028 0.012
As 3.41570 -0.65802 0.19019 0.115 -0.001 -0.048
C 3.82902 0.61872 -1.19837 -0.040 -0.023 -0.058
C 3.26903 1.89479 -1.13058 -0.015 0.005 0.035
C 3.43983 2.78412 -2.18172 0.016 0.012 -0.028
C 4.15762 2.39909 -3.30656 -0.026 0.055 -0.006
C 4.70161 1.12585 -3.38274 0.006 -0.058 -0.004
C 4.53367 0.22890 -2.33485 0.024 0.023 0.001
C 4.73204 -2.04284 0.07355 0.075 0.021 0.010
C 4.32533 -3.37185 0.01136 -0.043 -0.035 0.004
C 5.27589 -4.38245 -0.03965 0.012 0.023 -0.011
C 6.62447 -4.06047 -0.03007 0.008 -0.066 0.003
C 7.03140 -2.73429 0.03418 0.013 0.064 -0.008
C 6.08902 -1.71969 0.08752 -0.031 -0.045 0.008
H 4.79816 0.09567 2.13134 -0.010 0.026 0.066
H 3.62593 1.33722 1.70706 -0.004 -0.020 -0.035
H 2.90524 0.37194 3.89171 0.051 -0.008 -0.002
H 3.07421 -1.26487 3.27027 -0.006 -0.007 0.000
H -1.76184 0.63437 3.30901 0.015 -0.006 0.003
H -2.76911 2.82748 3.75451 -0.009 0.001 0.005
H -1.36482 4.87017 3.69783 0.001 0.000 -0.001
H 1.04060 4.70308 3.17234 0.011 -0.001 -0.002
H 2.05419 2.51990 2.69264 0.010 -0.005 0.001
H 0.43335 -0.12105 5.44582 0.019 -0.002 -0.035
H -0.46952 -1.69309 7.10575 0.001 0.002 -0.001
H -1.28697 -3.91208 6.40408 0.004 0.002 0.000
H -1.19837 -4.57799 4.02853 0.001 -0.002 -0.002
H -0.28222 -3.03298 2.34693 0.014 0.005 -0.005
H 2.71107 2.21479 -0.25442 0.016 -0.011 0.007
H 3.02511 3.78170 -2.12025 -0.004 0.000 0.013
H 4.29796 3.09495 -4.12267 0.002 0.007 0.007
H 5.26749 0.83111 -4.25653 0.003 -0.007 0.005
H 4.97501 -0.75878 -2.39718 0.005 -0.010 0.020
H 3.27168 -3.63173 0.01415 -0.002 0.033 0.010
H 4.96495 -5.41744 -0.08266 -0.009 0.002 0.001
H 7.36587 -4.84725 -0.06935 -0.005 0.001 0.001
H 8.08534 -2.49118 0.04371 -0.004 0.006 0.000
H 6.41558 -0.68709 0.13396 -0.018 0.011 -0.003
C 1.35169 -3.87654 -2.95740 -0.021 -0.074 -0.107
C 0.34253 -2.76744 -2.74714 -0.007 0.058 0.026
C -0.45251 -2.41742 -3.97974 -0.009 -0.034 -0.031
O 1.08887 -1.54216 -2.29737 -0.121 -0.172 0.052
C -0.57650 -3.10501 -1.54891 0.589 0.091 0.210
O -1.68545 -3.51071 -1.67932 -0.095 -0.117 0.073
O 0.04437 -2.87652 -0.35809 -0.396 0.513 -0.400
H 2.03830 -3.61604 -3.76577 0.005 0.004 0.008
H 0.82984 -4.78775 -3.25093 0.001 0.007 0.011
H 1.91912 -4.07814 -2.05047 0.002 0.019 0.019
H 0.21483 -2.16227 -4.80438 -0.002 0.007 -0.003
H -1.13443 -1.58934 -3.79037 0.012 0.005 0.014
H -1.04641 -3.28027 -4.27568 -0.006 0.001 0.000
H 1.74841 -1.30061 -2.96060 0.039 0.046 -0.004
C -6.29049 1.46033 -4.94688 0.004 -0.035 -0.085
C -6.03386 1.79756 -3.50764 0.010 0.022 0.082
C -6.07041 0.81719 -2.51991 -0.009 -0.014 -0.002
C -5.89249 1.13027 -1.18076 -0.004 0.056 -0.019
C -5.63903 2.44470 -0.81330 0.017 0.002 -0.027
N -5.45194 2.81892 0.55308 0.050 -0.010 0.007
C -4.82053 2.10435 1.51975 -0.135 0.034 -0.006
O -5.02541 2.23347 2.70381 0.038 -0.006 0.043
N -3.88194 1.13466 1.08134 0.010 -0.063 0.075
C -2.82206 1.32416 0.22885 0.108 -0.108 -0.011
C -2.56861 2.50073 -0.48319 0.017 0.008 -0.001
C -1.45010 2.58601 -1.29089 0.053 -0.020 -0.021
C -0.57218 1.52211 -1.36664 -0.094 0.021 0.027
N -0.80163 0.40047 -0.66897 0.163 -0.053 -0.002
C -1.89251 0.28981 0.09264 -0.209 0.197 0.001
C -5.59257 3.43853 -1.78439 -0.005 -0.071 0.033
C -5.79863 3.11304 -3.11411 0.007 0.021 -0.042
H -6.11441 0.40401 -5.14558 -0.003 0.003 0.004
H -5.65557 2.04572 -5.61170 -0.008 0.006 0.004
H -7.32698 1.67640 -5.21192 0.000 0.004 0.004
H -6.27364 -0.21030 -2.79642 -0.004 0.002 -0.011
H -5.97073 0.35724 -0.42787 -0.002 0.011 -0.003
H -6.07496 3.51781 0.93270 -0.007 0.002 0.007
H -3.73840 0.44605 1.80613 -0.021 0.012 0.013
H -3.22981 3.34707 -0.38491 -0.032 0.015 -0.006
H -1.24704 3.48940 -1.84822 -0.015 0.000 -0.006
H 0.31969 1.55244 -1.98042 0.013 0.008 -0.001
H -2.03604 -0.65009 0.62079 -0.018 -0.003 0.007
H -5.41099 4.46660 -1.49318 0.001 0.005 0.001
H -5.77837 3.89778 -3.86072 -0.002 -0.004 -0.003
```
Positions in Å, forces in eV/Å.

Charge: +2
F_max (eV Å⁻¹): 0.76
Kohn-Sham gap (eV): 7.0

Here are the Mulliken charges for atoms 1 to 4, given in e: Sc 0.11; C -0.86; C -1.33; As 1.34

---

# 4
A gas-phase ion, C4H10NO (charge -1), computed with the ωB97M-V functional and the def2-TZVPD basis.

The geometry in XYZ format:
```
16
Properties=species:S:1:pos:R:3:forces:R:3
C -1.19980 -1.82037 0.66931 0.152 0.302 0.410
N -1.26358 -0.38701 0.50270 -0.674 -0.620 -0.453
C 1.08333 0.11397 1.07387 -0.154 -0.897 -0.364
C -0.13056 0.47074 0.22192 0.533 0.313 0.137
C 0.29051 0.52967 -1.27393 -0.471 -0.348 0.315
O 1.26164 1.39734 -1.52312 0.281 0.159 -0.108
H -0.51940 -2.29584 -0.04076 -0.073 0.186 -0.037
H -2.19392 -2.23798 0.52358 -0.159 -0.122 -0.218
H -0.90208 -2.15105 1.68255 0.214 0.018 -0.034
H -2.06229 0.03499 0.93752 0.137 0.073 0.087
H 1.87793 0.84452 0.99421 -0.036 0.248 0.090
H 0.75922 -0.10215 2.08807 0.167 0.305 0.465
H 1.49734 -0.83545 0.69458 0.013 0.146 -0.005
H -0.45100 1.48015 0.48920 -0.014 0.158 -0.013
H 0.52094 -0.55764 -1.50492 0.156 -0.074 -0.143
H -0.68055 0.68557 -1.81632 -0.072 0.152 -0.131
```
Positions in Å, forces in eV/Å.

Charge: -1
F_max (eV Å⁻¹): 1.02
Kohn-Sham gap (eV): 6.1
SMILES: CN[C@@H](C)C[O-]

Here are the natural (NBO) charges for atoms 1 to 4, given in e: C -0.40; N -0.67; C -0.63; C -0.07